Version i
{"formula": "C4H12N2O", "method": "ωB97M-V/def2-TZVPD", "total_charge": 0, "molar_mass_da": 104.153, "e_lumo_ha": 0.038, "homo_lumo_gap_ev": 10.114, "e_homo_ev": -9.069, "smiles": "[H]/N=C/NCCC.O", "species": ["H", "N", "C", "N", "C", "C", "C", "H", "H", "H", "H", "H", "H", "H", "H", "H", "O", "H", "H"], "positions_angstrom": [[1.03, 3.09, -0.49], [0.39, 2.30, -0.53], [1.04, 1.19, -0.53], [0.52, -0.03, -0.74], [1.15, -1.19, -0.15], [0.56, -1.58, 1.25], [-0.96, -1.84, 1.16], [2.02, 1.18, -0.02], [-0.49, 0.03, -0.81], [2.21, -0.97, -0.03], [1.06, -2.04, -0.83], [1.06, -2.53, 1.49], [0.84, -0.86, 2.02], [-1.51, -1.14, 0.55], [-1.09, -2.83, 0.71], [-1.46, -1.86, 2.13], [-2.09, 1.20, -0.63], [-1.28, 1.78, -0.52], [-2.79, 1.80, -0.92]], "mulliken_charge": [0.2232, -0.6539, 0.0775, -0.1971, -0.8578, -0.3334, -1.0068, 0.2901, 0.2935, 0.4059, 0.3436, 0.3281, 0.2883, 0.2475, 0.2875, 0.3118, -0.7513, 0.3973, 0.3060]}

Version ii
{"formula": "C4H12N2O", "method": "ωB97M-V/def2-TZVPD", "total_charge": 0, "molar_mass_da": 104.153, "e_lumo_ha": -0.002, "homo_lumo_gap_ev": 7.833, "e_homo_ev": -7.875, "species": ["C", "N", "N", "H", "H", "H", "H", "H", "H", "C", "C", "C", "O", "H", "H", "H", "H", "H", "H"], "positions_angstrom": [[-0.22, -0.72, -1.82], [-0.04, -0.92, -0.40], [-1.53, -1.72, 0.44], [0.69, -1.61, -0.22], [-1.04, -2.55, 0.79], [-1.88, -1.28, 1.29], [-0.20, -1.67, -2.35], [0.59, -0.09, -2.24], [-1.17, -0.22, -2.01], [1.71, 0.74, 0.78], [-0.63, 1.60, 0.25], [0.20, 0.42, 0.76], [-0.21, -0.09, 1.90], [2.26, -0.15, 1.06], [2.04, 1.10, -0.19], [-1.66, 1.27, 0.11], [-0.60, 2.40, 1.00], [1.90, 1.51, 1.53], [-0.24, 1.99, -0.69]], "mulliken_charge": [-0.8676, -0.2362, -0.4664, 0.4103, 0.2536, 0.3222, 0.3365, 0.3105, 0.2857, -1.4678, -1.5332, 1.3790, -0.8531, 0.3709, 0.3182, 0.3293, 0.4101, 0.3808, 0.3173]}

Version iii
{"formula": "C4H12N2O", "method": "ωB97M-V/def2-TZVPD", "total_charge": 0, "molar_mass_da": 104.153, "e_lumo_ha": 0.031, "homo_lumo_gap_ev": 10.065, "e_homo_ev": -9.225, "smiles": "C[C@@H](O)[C@@H](N)CN", "species": ["C", "C", "O", "C", "N", "C", "N", "H", "H", "H", "H", "H", "H", "H", "H", "H", "H", "H", "H"], "positions_angstrom": [[1.28, 1.63, 0.97], [0.34, 1.21, -0.16], [1.04, 0.85, -1.34], [-0.59, 0.05, 0.18], [-1.68, 0.08, -0.84], [0.15, -1.28, 0.17], [-0.62, -2.37, 0.78], [1.16, 1.08, 1.90], [2.32, 1.47, 0.69], [1.19, 2.69, 1.22], [-0.32, 2.06, -0.36], [1.59, 1.59, -1.62], [-1.07, 0.21, 1.14], [-2.22, -0.78, -0.79], [-1.21, 0.05, -1.74], [1.13, -1.18, 0.65], [0.41, -1.52, -0.86], [-1.43, -1.98, 1.24], [-0.07, -2.78, 1.53]], "mulliken_charge": [-1.3361, -0.0400, -0.5552, 0.0468, -0.7767, -0.5645, -0.5859, 0.3192, 0.3641, 0.3473, 0.4296, 0.3112, 0.3847, 0.2916, 0.2889, 0.3174, 0.2321, 0.2669, 0.2586]}

It is version i that is most stable; the runner-up trails by 0.0092 hartree.

Version i
{"formula": "C4H12N2O", "method": "ωB97M-V/def2-TZVPD", "total_charge": 0, "molar_mass_da": 104.153, "e_lumo_ha": 0.036, "homo_lumo_gap_ev": 9.493, "e_homo_ev": -8.519, "smiles": "CNCCNCO", "species": ["C", "N", "C", "C", "N", "C", "O", "H", "H", "H", "H", "H", "H", "H", "H", "H", "H", "H", "H"], "positions_angstrom": [[0.78, 1.84, 0.73], [1.06, 0.42, 0.86], [1.33, -0.31, -0.38], [0.08, -0.26, -1.32], [-1.00, -1.13, -0.90], [-1.91, -0.82, 0.16], [-1.64, -1.49, 1.38], [1.35, 2.49, 1.38], [1.04, 2.12, -0.32], [-0.31, 2.04, 0.76], [1.72, 0.18, 1.59], [2.15, 0.19, -0.92], [1.47, -1.38, -0.21], [0.36, -0.36, -2.37], [-0.30, 0.76, -1.20], [-0.73, -2.11, -0.87], [-2.96, -0.81, -0.12], [-1.77, 0.26, 0.41], [-0.70, -1.61, 1.33]], "mulliken_charge": [-0.9050, -0.1609, -0.7451, -0.7019, -0.3131, -0.1705, -0.5714, 0.3528, 0.2849, 0.1866, 0.2274, 0.4084, 0.4132, 0.3343, 0.3892, 0.2356, 0.3572, 0.0506, 0.3277]}

Version ii
{"formula": "C4H12N2O", "method": "ωB97M-V/def2-TZVPD", "total_charge": 0, "molar_mass_da": 104.153, "e_lumo_ha": 0.031, "homo_lumo_gap_ev": 9.447, "e_homo_ev": -8.611, "smiles": "CC[N@H+]([O-])[C@H](C)N", "species": ["C", "C", "N", "O", "C", "C", "N", "H", "H", "H", "H", "H", "H", "H", "H", "H", "H", "H", "H"], "positions_angstrom": [[-2.30, -0.42, 0.30], [-1.43, 0.51, -0.49], [0.07, -0.25, -0.85], [-0.08, -1.58, -1.07], [0.92, -0.07, 0.43], [1.70, 1.23, 0.36], [1.65, -1.26, 0.60], [-2.07, -1.45, -0.02], [-3.35, -0.23, 0.08], [-2.14, -0.34, 1.37], [-1.80, 0.65, -1.51], [-1.23, 1.46, -0.02], [0.59, 0.18, -1.63], [0.13, 0.01, 1.21], [2.45, 1.18, -0.44], [1.04, 2.08, 0.18], [2.22, 1.39, 1.30], [1.00, -1.97, -0.14], [2.63, -1.14, 0.35]], "mulliken_charge": [-1.0052, -0.4484, 0.1049, -0.7457, 0.2514, -1.4155, -0.6856, 0.2985, 0.3763, 0.3209, 0.4053, 0.2870, 0.3265, 0.1570, 0.3961, 0.3731, 0.3596, 0.4287, 0.2151]}

It is version i that is most stable; the runner-up trails by 0.0640 hartree.

Version i
{"formula": "C5H14N3", "method": "ωB97M-V/def2-TZVPD", "total_charge": 1, "molar_mass_da": 116.188, "e_lumo_ha": -0.320, "homo_lumo_gap_ev": 5.037, "e_homo_ev": -13.743, "species": ["C", "C", "C", "C", "N", "C", "N", "N", "H", "H", "H", "H", "H", "H", "H", "H", "H", "H", "H", "H", "H", "H"], "positions_angstrom": [[-0.92, 0.14, 2.24], [0.11, -0.01, 1.10], [-0.02, -1.33, 0.30], [1.21, -2.03, -0.15], [1.69, 0.66, -2.22], [1.96, -0.56, -1.83], [2.12, -0.93, -0.55], [0.08, 1.12, 0.24], [-0.68, -0.58, 3.04], [-1.91, 0.15, 1.75], [-0.87, 1.10, 2.76], [1.08, -0.25, 1.57], [-0.63, -1.95, 0.97], [-0.64, -1.13, -0.60], [1.13, -2.77, -0.97], [1.64, -2.62, 0.66], [1.45, 0.68, -3.21], [0.74, 1.30, -0.54], [2.01, -1.24, -2.70], [-4.73, 4.39, -1.68], [0.08, 1.88, 0.93], [-4.90, 3.96, -1.10]], "mulliken_charge": [-1.4851, 0.6201, -0.8662, -0.5984, -0.4343, 0.0801, -0.1246, -0.4411, 0.3741, 0.3852, 0.4759, 0.2109, 0.4384, 0.3994, 0.4013, 0.3408, 0.2679, 0.2792, 0.3855, 0.0150, 0.2907, -0.0149]}

Version ii
{"formula": "C5H14N3", "method": "ωB97M-V/def2-TZVPD", "total_charge": 1, "molar_mass_da": 116.188, "e_lumo_ha": -0.122, "homo_lumo_gap_ev": 10.095, "e_homo_ev": -13.416, "species": ["C", "C", "C", "N", "H", "H", "H", "H", "H", "H", "H", "H", "C", "N", "C", "N", "H", "H", "H", "H", "H", "H"], "positions_angstrom": [[0.18, -1.45, 3.06], [0.58, -1.56, 1.60], [1.59, -2.31, 1.09], [-0.16, -0.80, 0.62], [0.92, -1.95, 3.71], [0.13, -0.38, 3.37], [-0.80, -1.88, 3.31], [1.78, -2.37, 0.00], [2.19, -2.91, 1.80], [0.36, -0.02, 0.15], [-0.99, -0.39, 1.08], [-0.53, -1.41, -0.18], [-1.17, 0.85, -2.81], [0.73, 1.40, -0.82], [-0.47, 2.16, -0.94], [-1.43, 1.88, -1.74], [-0.31, 1.20, -3.39], [-2.02, 0.72, -3.48], [-0.94, -0.17, -2.43], [0.99, 1.08, -1.71], [1.50, 1.95, -0.44], [-0.54, 2.99, -0.25]], "mulliken_charge": [-1.2423, 0.6944, -0.9466, -0.2003, 0.3606, 0.3613, 0.3315, 0.2583, 0.2877, 0.3984, 0.4061, 0.4347, -0.7827, -0.7104, 0.0593, -0.4203, 0.3612, 0.2687, 0.1624, 0.2477, 0.2586, 0.4116]}

It is version ii that is most stable; the runner-up trails by 0.2066 hartree.

Version i
{"formula": "C2H6N2OS", "method": "ωB97M-V/def2-TZVPD", "total_charge": 0, "molar_mass_da": 106.150, "e_lumo_ha": 0.025, "homo_lumo_gap_ev": 10.000, "e_homo_ev": -9.320, "smiles": "[H]/N=C(\\CO)NS", "species": ["H", "N", "C", "C", "O", "N", "S", "H", "H", "H", "H", "H"], "positions_angstrom": [[-2.18, -1.18, 0.00], [-1.24, -1.58, 0.06], [-0.35, -0.63, 0.05], [-0.58, 0.74, 0.60], [-0.19, 1.71, -0.33], [0.94, -0.90, -0.34], [2.33, -0.17, 0.25], [-0.02, 0.89, 1.53], [-1.61, 0.80, 0.81], [-0.72, 1.54, -1.11], [1.04, -1.84, -0.72], [2.59, 0.61, -0.81]], "mulliken_charge": [0.2303, -0.7363, 0.6361, -0.6990, -0.4861, -0.2488, -0.1508, 0.3488, 0.3245, 0.3379, 0.3039, 0.1395]}

Version ii
{"formula": "C2H6N2OS", "method": "ωB97M-V/def2-TZVPD", "total_charge": 0, "molar_mass_da": 106.150, "e_lumo_ha": -0.018, "homo_lumo_gap_ev": 8.538, "e_homo_ev": -9.026, "species": ["C", "C", "H", "H", "H", "H", "H", "H", "N", "N", "O", "S"], "positions_angstrom": [[-0.96, 0.31, 0.37], [0.40, -0.08, -0.21], [-1.29, -1.22, 2.00], [-0.57, 0.25, 2.34], [-1.19, 1.43, 0.41], [-1.74, -0.18, -0.33], [-0.37, 0.06, -1.91], [2.91, 0.35, -0.95], [-1.22, -0.14, 1.63], [0.68, 0.16, -1.52], [1.23, -0.55, 0.57], [2.12, -0.38, -2.43]], "mulliken_charge": [-0.6410, 0.7423, 0.2580, 0.2438, 0.2487, 0.3296, 0.2861, 0.1886, -0.5883, -0.3633, -0.5696, -0.1349]}

It is version i that is most stable; the runner-up trails by 0.0806 hartree.

Version i
{"formula": "C2H6N2OS", "method": "ωB97M-V/def2-TZVPD", "total_charge": 0, "molar_mass_da": 106.150, "e_lumo_ha": 0.001, "homo_lumo_gap_ev": 8.280, "e_homo_ev": -8.260, "species": ["C", "C", "H", "H", "H", "H", "H", "H", "N", "N", "O", "S"], "positions_angstrom": [[0.66, -1.47, -0.53], [-0.34, 0.84, 0.58], [0.70, -1.67, -1.88], [2.08, -1.44, 0.25], [-0.31, -2.05, 0.06], [0.72, 1.87, -1.48], [-2.12, 0.90, 1.84], [-1.62, -0.54, 0.89], [0.45, -0.02, -0.21], [-1.35, 0.39, 1.15], [1.18, 0.67, -1.31], [-0.05, 2.53, 0.64]], "mulliken_charge": [-0.6536, 0.3188, 0.2683, 0.2488, 0.1918, 0.3263, 0.3013, 0.1602, 0.1792, -0.3300, -0.5300, -0.4812]}

Version ii
{"formula": "C2H6N2OS", "method": "ωB97M-V/def2-TZVPD", "total_charge": 0, "molar_mass_da": 106.150, "e_lumo_ha": 0.025, "homo_lumo_gap_ev": 9.967, "e_homo_ev": -9.290, "smiles": "CN(S)C(N)=O", "species": ["C", "N", "S", "C", "N", "O", "H", "H", "H", "H", "H", "H"], "positions_angstrom": [[-0.22, -1.36, 0.23], [-0.20, -0.17, -0.63], [-0.87, -0.23, -2.15], [0.36, 1.06, -0.20], [1.13, 0.95, 0.96], [0.21, 2.15, -0.73], [-0.89, -1.24, 1.02], [-0.51, -2.25, -0.34], [0.74, -1.53, 0.68], [-2.01, 0.35, -1.73], [1.42, 1.90, 1.19], [0.85, 0.36, 1.71]], "mulliken_charge": [-0.9390, -0.0683, -0.1417, 0.5421, -0.4624, -0.5845, 0.3881, 0.2388, 0.4116, 0.1241, 0.2621, 0.2291]}

Version iii
{"formula": "C2H6N2OS", "method": "ωB97M-V/def2-TZVPD", "total_charge": 0, "molar_mass_da": 106.150, "e_lumo_ha": 0.026, "homo_lumo_gap_ev": 9.406, "e_homo_ev": -8.689, "smiles": "CN(O)/C=N/S", "species": ["C", "N", "O", "C", "N", "S", "H", "H", "H", "H", "H", "H"], "positions_angstrom": [[1.65, 1.17, 0.05], [1.33, -0.08, -0.43], [2.38, -0.90, 0.15], [0.06, -0.54, -0.18], [-0.75, 0.36, 0.02], [-2.41, -0.13, 0.06], [2.74, 1.46, -0.05], [1.13, 2.00, -0.60], [1.56, 1.24, 1.13], [2.49, -0.70, 1.08], [-0.06, -1.72, -0.22], [-2.61, 1.18, 0.18]], "mulliken_charge": [-0.9543, 0.0177, -0.4578, 0.1729, -0.3549, -0.1747, 0.3143, 0.2628, 0.3824, 0.3367, 0.2957, 0.1591]}

It is version ii that is most stable; the runner-up trails by 0.1304 hartree.